Arrangement P

Formula: C12H17N
Source: the Open Molecules 2025 dataset
Level of theory: wB97M-V/def2-TZVPD

Output
HOMO-LUMO gap	8.90	eV
HOMO energy	-7.98	eV

```
! RIJCOSX wB97M-V def2-TZVPD def2/J DEFGRID3
* xyz 0 1
C 2.58 -0.77 -0.61
C 1.25 -1.05 -1.23
C 0.88 -2.31 -1.59
N -0.58 -2.26 -1.78
C -1.03 -0.95 -1.68
C -2.27 -0.46 -1.93
C -2.53 0.85 -1.89
C -1.51 1.73 -1.50
C -0.26 1.22 -1.20
C 0.01 -0.16 -1.33
H 3.03 -1.58 -0.20
H 2.30 -0.15 0.21
H 3.27 -0.12 -1.25
H 1.41 -3.20 -1.62
H -1.12 -3.12 -1.82
H -3.12 -1.07 -2.27
H -3.52 1.20 -2.01
H -1.76 2.76 -1.41
H 0.57 2.00 -0.91
C -0.62 -0.29 2.26
C 0.29 0.79 1.90
C 1.05 1.64 2.96
H -1.09 -0.30 3.28
H -1.40 -0.25 1.41
H -0.13 -1.37 2.03
H -0.15 1.42 1.28
H 0.97 0.32 1.09
H 2.04 1.39 3.24
H 0.68 1.37 3.91
H 0.76 2.71 2.67
*
```

---

Arrangement Q

Formula: C12H17N
Source: the Open Molecules 2025 dataset
Level of theory: wB97M-V/def2-TZVPD

Output
HOMO-LUMO gap	8.62	eV
HOMO energy	-7.71	eV

```
! RIJCOSX wB97M-V def2-TZVPD def2/J DEFGRID3
* xyz 0 1
C 2.05 -0.51 1.98
C 1.48 -0.92 0.71
C 0.74 -2.07 0.61
N 0.14 -2.17 -0.68
C 0.72 -1.12 -1.41
C 0.64 -1.03 -2.81
C 1.31 0.08 -3.36
C 1.87 1.08 -2.52
C 2.08 0.94 -1.14
C 1.48 -0.27 -0.57
H 2.73 0.27 1.95
H 2.42 -1.38 2.56
H 1.25 -0.11 2.72
H 0.76 -2.85 1.32
H -0.45 -2.91 -1.15
H 0.18 -1.90 -3.36
H 1.28 0.32 -4.40
H 2.40 1.96 -2.99
H 2.68 1.64 -0.60
C -3.23 1.25 0.28
C -2.39 1.47 1.59
C -1.47 0.33 1.86
H -3.06 0.24 -0.13
H -2.78 1.88 -0.59
H -4.27 1.44 0.43
H -1.93 2.40 1.60
H -3.05 1.61 2.59
H -1.22 0.28 2.97
H -1.91 -0.46 1.29
H -0.47 0.51 1.29
*
```

---

Arrangement R

Formula: C12H17N
Source: the Open Molecules 2025 dataset
Level of theory: wB97M-V/def2-TZVPD

Output
HOMO-LUMO gap	8.89	eV
HOMO energy	-8.00	eV

```
! RIJCOSX wB97M-V def2-TZVPD def2/J DEFGRID3
* xyz 0 1
C -1.48 3.54 -0.46
C -1.59 2.23 0.28
C -1.78 2.13 1.61
N -1.77 0.79 2.03
C -1.38 0.04 0.92
C -0.86 -1.24 0.91
C -0.45 -1.75 -0.31
C -0.49 -0.95 -1.45
C -0.94 0.35 -1.42
C -1.34 0.89 -0.20
H -1.31 3.38 -1.53
H -0.66 4.14 -0.09
H -2.42 4.09 -0.39
H -2.21 2.87 2.28
H -1.26 0.64 2.89
H -0.82 -1.86 1.79
H -0.10 -2.77 -0.42
H -0.07 -1.28 -2.40
H -0.89 0.99 -2.30
C 3.11 -0.80 0.32
C 3.23 -2.24 -0.12
C 3.59 -2.32 -1.63
H 2.18 -0.34 0.00
H 3.05 -0.66 1.41
H 3.99 -0.31 -0.11
H 2.34 -2.86 -0.03
H 4.08 -2.68 0.40
H 4.66 -2.31 -1.77
H 3.29 -1.38 -2.12
H 3.09 -3.14 -2.13
*
```

---

Arrangement S

Formula: C12H17N
Source: the Open Molecules 2025 dataset
Level of theory: wB97M-V/def2-TZVPD

Output
HOMO-LUMO gap	8.67	eV
HOMO energy	-7.77	eV

```
! RIJCOSX wB97M-V def2-TZVPD def2/J DEFGRID3
* xyz 0 1
C -1.93 -3.14 1.57
C -1.57 -2.22 0.43
C -2.46 -1.34 -0.11
N -1.75 -0.44 -0.92
C -0.42 -0.81 -0.91
C 0.60 -0.22 -1.62
C 1.87 -0.71 -1.21
C 2.05 -1.70 -0.26
C 0.99 -2.41 0.31
C -0.28 -1.95 -0.01
H -1.44 -2.97 2.51
H -1.58 -4.14 1.28
H -2.98 -3.31 1.72
H -3.52 -1.20 0.01
H -2.23 0.23 -1.48
H 0.48 0.43 -2.45
H 2.76 -0.29 -1.71
H 3.06 -1.89 0.05
H 1.22 -3.31 0.86
C 1.35 3.24 1.17
C 0.90 2.34 0.04
C -0.32 2.94 -0.68
H 0.66 3.19 2.03
H 2.42 2.95 1.35
H 1.54 4.26 0.84
H 0.75 1.28 0.46
H 1.56 1.92 -0.73
H -0.04 3.71 -1.42
H -0.88 3.43 0.13
H -0.82 2.13 -1.23
*
```

---

Energies relative to the most stable structure, in eV: arrangement P 2.178; arrangement Q 1.428; arrangement R 0.000; arrangement S 0.682.

---

Arrangement P

Formula: C12H17N
Source: the Open Molecules 2025 dataset
Level of theory: wB97M-V/def2-TZVPD

Output
HOMO-LUMO gap	9.33	eV
HOMO energy	-8.45	eV

```
! RIJCOSX wB97M-V def2-TZVPD def2/J DEFGRID3
* xyz 0 1
C -0.74 3.53 0.38
C 0.01 2.19 0.61
C 0.69 1.65 -0.57
N -0.23 1.23 -1.57
C -0.60 -0.20 -1.77
C -1.46 -0.53 -0.44
C -0.54 -1.48 0.35
C -0.78 -1.91 1.62
C 0.17 -2.53 2.32
C 1.46 -2.82 1.72
C 1.73 -2.15 0.38
C 0.68 -1.70 -0.35
C 0.64 -1.30 -1.83
H -0.51 4.38 -0.16
H -1.34 3.69 1.30
H -1.64 3.02 -0.24
H 0.97 2.19 1.41
H -0.83 1.57 1.14
H 1.48 2.26 -1.07
H 1.49 0.88 -0.18
H 0.14 1.46 -2.58
H -1.32 -0.21 -2.55
H -2.55 -1.08 -0.50
H -1.79 0.48 -0.03
H -1.76 -1.54 2.03
H 0.00 -3.01 3.24
H 2.20 -3.24 2.30
H 2.79 -2.01 -0.05
H 0.13 -2.03 -2.54
H 1.53 -0.76 -2.38
*
```

---

Arrangement Q

Formula: C12H17N
Source: the Open Molecules 2025 dataset
Level of theory: wB97M-V/def2-TZVPD

Output
HOMO-LUMO gap	8.86	eV
HOMO energy	-7.90	eV

```
! RIJCOSX wB97M-V def2-TZVPD def2/J DEFGRID3
* xyz 0 1
C 2.79 3.07 0.42
C 1.32 3.16 0.61
C 0.56 4.18 1.08
N -0.79 3.81 1.07
C -0.88 2.50 0.69
C -1.98 1.65 0.54
C -1.74 0.41 -0.04
C -0.45 -0.05 -0.33
C 0.64 0.79 -0.17
C 0.42 2.05 0.35
H 3.08 3.18 -0.63
H 3.17 2.10 0.73
H 3.39 3.82 0.94
H 0.81 5.10 1.57
H -1.46 4.29 1.65
H -3.00 1.97 0.70
H -2.60 -0.24 -0.15
H -0.41 -1.02 -0.81
H 1.61 0.43 -0.47
C -0.67 -3.85 0.53
C -0.83 -4.13 -0.95
C 0.17 -3.36 -1.81
H -1.10 -2.89 0.84
H -1.22 -4.55 1.16
H 0.37 -3.83 0.85
H -0.75 -5.20 -1.17
H -1.84 -3.87 -1.26
H 1.13 -3.87 -1.70
H -0.14 -3.24 -2.84
H 0.41 -2.40 -1.37
*
```

---

Arrangement R

Formula: C12H17N
Source: the Open Molecules 2025 dataset
Level of theory: wB97M-V/def2-TZVPD

Output
HOMO-LUMO gap	8.71	eV
HOMO energy	-7.81	eV

```
! RIJCOSX wB97M-V def2-TZVPD def2/J DEFGRID3
* xyz 0 1
C -2.52 0.00 -1.54
C -1.17 0.54 -1.51
C -0.76 1.86 -1.65
N 0.60 2.04 -1.96
C 1.16 0.83 -1.58
C 2.53 0.55 -1.40
C 2.80 -0.78 -1.25
C 1.84 -1.81 -1.06
C 0.49 -1.47 -1.30
C 0.08 -0.14 -1.47
H -2.96 -0.13 -0.56
H -2.68 -0.99 -1.89
H -3.10 0.66 -2.32
H -1.63 2.54 -1.74
H 1.09 2.91 -2.17
H 3.37 1.20 -1.32
H 3.88 -1.08 -0.98
H 2.44 -2.78 -0.96
H -0.12 -2.33 -1.47
C -1.17 0.87 2.64
C -0.87 -0.52 2.99
C 0.42 -0.95 2.27
H -0.76 1.63 3.35
H -0.66 1.19 1.79
H -2.18 1.08 2.42
H -0.91 -0.75 4.06
H -1.67 -1.14 2.53
H 0.24 -1.13 1.14
H 1.17 -0.12 2.35
H 1.05 -1.80 2.61
*
```

---

Energies relative to the most stable structure, in eV: arrangement P 4.064; arrangement Q 0.000; arrangement R 2.072.

---

Arrangement P

Formula: C4H5BrN2
Source: the Open Molecules 2025 dataset
Level of theory: wB97M-V/def2-TZVPD

Output
HOMO-LUMO gap	9.60	eV
HOMO energy	-8.97	eV

```
! RIJCOSX wB97M-V def2-TZVPD def2/J DEFGRID3
* xyz 0 1
C -0.14 -1.77 -0.04
N 0.09 0.02 0.05
N -0.94 0.83 -0.01
C -0.43 2.03 -0.10
C 0.94 2.05 0.02
C 1.24 0.71 0.10
Br 2.92 -0.13 -0.01
H 0.72 -2.28 0.18
H -0.93 -1.87 0.55
H -0.24 -1.90 -1.05
H -1.16 2.90 -0.19
H 1.74 2.73 0.06
*
```

---

Arrangement Q

Formula: C4H5BrN2
Source: the Open Molecules 2025 dataset
Level of theory: wB97M-V/def2-TZVPD

Output
HOMO-LUMO gap	9.14	eV
HOMO energy	-8.49	eV

```
! RIJCOSX wB97M-V def2-TZVPD def2/J DEFGRID3
* xyz 0 1
C 0.96 0.88 0.91
N 0.17 0.09 0.08
C -1.13 0.43 -0.24
C -1.59 -0.62 -0.99
N -0.70 -1.61 -1.13
C 0.46 -1.13 -0.41
Br 2.06 -1.91 -0.06
H 0.47 1.83 0.93
H 1.19 0.47 1.84
H 1.98 0.80 0.56
H -1.36 1.47 0.12
H -2.52 -0.69 -1.59
*
```

---

Energies relative to the most stable structure, in eV: arrangement P 1.176; arrangement Q 0.000.